Entry from the Open Molecules 2025 dataset: C40H34BrFIrN5O5 as an isolated structure (the ωB97M-V functional and the def2-TZVPD basis).

Geometry as XYZ:
```
87
C40H34BrFIrN5O5 | the Open Molecules 2025 dataset | the ωB97M-V functional and the def2-TZVPD basis
Ir -0.385 0.003 0.381
Br 6.380 7.945 1.379
F -2.236 1.812 0.631
O -0.273 0.405 2.361
O -0.731 1.226 -8.352
O 0.231 -0.658 -8.740
O 1.132 -1.541 -1.945
O -0.486 -0.030 -1.637
N 1.560 0.790 0.493
N -2.071 -0.934 0.619
N 5.760 2.280 3.368
N 4.723 1.900 4.033
N -0.194 0.198 -7.992
C -0.468 0.673 -4.308
C -4.315 -0.991 1.610
C -2.016 -4.671 0.561
C 7.183 5.248 1.807
C -3.108 -3.852 -1.396
C 0.626 -1.152 -6.107
C 3.808 1.156 -0.185
C -0.048 -0.025 -6.544
C 5.869 3.585 2.967
C -5.423 -0.314 2.082
C 2.462 0.927 -0.462
C -1.669 -2.381 3.381
C 4.218 1.304 1.120
C -1.769 -3.377 1.014
C -3.332 -1.411 -1.907
C -3.283 1.099 1.125
C 1.273 0.812 4.123
C -2.878 -2.542 -0.997
C 0.202 -0.456 -3.846
C -2.813 -1.618 -3.334
C -2.687 -4.918 -0.623
C -0.592 0.899 -5.668
C 4.869 4.550 3.195
C -5.467 1.075 2.063
C 0.934 0.708 2.771
C 5.025 5.840 2.728
C -2.219 -2.309 0.222
C 0.464 -2.862 2.057
C 0.327 -0.730 -2.371
C 3.275 1.245 2.156
C 7.031 3.959 2.272
C -4.858 -1.270 -1.918
C 1.949 0.934 1.798
C -3.202 -0.299 1.109
C -0.997 -3.255 2.319
C 2.550 1.154 4.505
C 6.178 6.181 2.033
C 3.570 1.439 3.566
C 0.756 -1.359 -4.745
C -4.381 1.788 1.576
H 4.513 1.204 -1.001
H -6.265 -0.877 2.461
H -3.324 -2.445 -3.830
H -0.970 -4.267 2.730
H 4.261 6.583 2.906
H -5.159 -0.493 -2.623
H 0.530 -1.987 1.402
H -2.980 -0.719 -3.930
H 0.979 -2.625 2.989
H -1.104 1.765 -6.059
H -0.894 1.363 -3.594
H -3.622 -4.041 -2.330
H -1.744 -1.836 -3.334
H 0.502 0.625 4.859
H 0.998 -3.671 1.556
H 5.265 1.444 1.348
H 2.802 1.251 5.553
H -2.719 -2.654 3.500
H -4.380 2.869 1.535
H -6.340 1.601 2.424
H -5.243 -1.005 -0.934
H -2.872 -5.935 -0.943
H 3.984 4.272 3.750
H -2.900 -0.478 -1.544
H 1.280 -2.222 -4.358
H -4.290 -2.072 1.621
H -5.329 -2.207 -2.225
H -1.606 -1.323 3.145
H 2.116 0.837 -1.481
H 7.796 3.212 2.105
H 1.033 -1.844 -6.828
H 8.080 5.537 1.277
H -1.173 -2.537 4.341
H -1.676 -5.504 1.164
```

Computed properties:
total energy = -135314.8862 eV
2S+1 = 5
E_LUMO (spin up / spin down) = -0.58 / -1.84 eV



Entry from the Open Molecules 2025 dataset: C40H34CsI2N6O3S2 as an isolated structure (the ωB97M-V functional and the def2-TZVPD basis).

Geometry as XYZ:
```
88
C40H34CsI2N6O3S2 | the Open Molecules 2025 dataset | the ωB97M-V functional and the def2-TZVPD basis
Cs 0.214 0.012 -0.834
I 6.097 -3.909 -4.512
I 4.317 1.722 -4.009
S -0.768 -2.184 1.316
S -2.841 -1.516 -1.211
O -3.509 -2.836 -1.118
O 0.130 -0.970 1.413
O 1.938 0.259 -2.480
N 2.463 1.440 0.861
N -2.056 2.253 0.441
N -0.953 1.205 -3.642
N -2.154 -0.952 -0.055
N 1.461 -2.424 -1.943
N -0.292 3.439 -1.548
C 0.483 -5.559 3.223
C 1.287 3.185 1.967
C 3.256 -4.361 -2.775
C 4.866 -1.237 -4.045
C -2.398 2.697 2.766
C -2.270 1.832 1.684
C -2.314 4.057 2.532
C 1.977 3.382 -0.497
C 3.949 -0.278 -3.595
C 2.769 -0.589 -2.878
C 2.139 -4.704 -2.076
C -2.781 -1.015 4.610
C -2.768 0.974 -5.187
C 0.761 4.221 -0.887
C -3.991 -1.686 4.473
C -1.048 2.531 -3.755
C -2.043 -1.964 2.550
C -4.224 -2.487 3.361
C 0.195 -3.321 2.384
C -3.249 -2.624 2.382
C -1.948 3.567 0.221
C 3.525 -3.005 -3.082
C -1.795 0.451 -4.346
C -1.999 3.140 -4.563
C 1.402 -2.946 2.946
C 2.472 0.751 2.000
C 2.148 -3.881 3.660
C -1.792 -1.153 3.643
C 4.676 -2.570 -3.803
C 2.584 -2.048 -2.632
C -1.620 3.930 -1.212
C 1.876 2.644 0.829
C 1.897 1.213 3.173
C 1.253 -3.688 -1.673
C 1.291 2.457 3.147
C -2.874 2.348 -5.290
C 1.693 -5.185 3.801
C -0.259 -4.630 2.512
C -2.083 4.502 1.235
C -0.033 3.349 -2.989
H -3.432 -3.195 1.476
H 1.072 5.051 -1.540
H 1.916 0.605 4.068
H -1.200 -4.924 2.055
H 5.741 -0.913 -4.594
H -0.840 -0.636 3.714
H -2.347 0.756 1.802
H -1.723 5.017 -1.376
H -3.623 2.801 -5.927
H 2.856 4.033 -0.437
H 2.956 -0.219 1.957
H -5.176 -2.991 3.244
H 0.822 2.861 4.036
H 0.825 4.163 1.938
H -2.043 4.221 -4.617
H 0.347 -3.930 -1.121
H 3.955 -5.119 -3.105
H 2.185 2.637 -1.270
H -2.569 2.299 3.759
H 3.096 -3.592 4.098
H -2.417 4.767 3.344
H 0.942 2.874 -3.123
H 0.331 4.685 0.002
H 1.743 -1.927 2.813
H -2.001 5.559 1.011
H 1.927 -5.737 -1.829
H 0.124 -6.577 3.322
H -1.688 -0.622 -4.227
H -4.758 -1.577 5.231
H 0.014 4.357 -3.438
H -3.423 0.312 -5.739
H -2.348 3.425 -1.847
H 2.280 -5.912 4.347
H -2.604 -0.389 5.476
```

Computed properties:
total energy = -95534.9256 eV
charge = -1
E_LUMO = 1.84 eV



Entry from the Open Molecules 2025 dataset: C40H34N9O3S4Sn as an isolated structure (the ωB97M-V functional and the def2-TZVPD basis).

Geometry as XYZ:
```
91
C40H34N9O3S4Sn | the Open Molecules 2025 dataset | the ωB97M-V functional and the def2-TZVPD basis
Sn 0.000 0.256 -0.467
S -2.642 0.670 -3.771
S -3.549 0.206 -1.973
S -1.161 2.023 -3.472
S -2.277 -0.963 -0.829
O 3.044 -4.211 1.075
O 4.155 -2.975 -5.061
O 2.828 0.600 -3.320
N 2.284 0.591 1.440
N -0.338 0.868 2.275
N 2.515 -2.267 -0.537
N -2.156 -1.100 8.872
N 3.100 -2.447 -2.792
N -4.791 2.233 1.179
N 1.179 -1.271 -2.172
N -2.062 2.175 0.670
N 4.342 0.263 3.244
C 4.666 -3.036 -6.378
C 3.546 0.617 1.044
C 5.033 -3.027 -4.028
C 4.133 0.734 -3.860
C -0.100 -1.185 -5.655
C -0.489 -2.172 1.656
C -2.613 0.129 6.862
C 1.850 -3.575 1.336
C -2.572 1.613 1.767
C -3.936 1.606 1.992
C 4.582 0.467 1.952
C 4.462 -2.726 -2.770
C -1.588 1.014 2.714
C 0.240 -0.026 4.413
C 7.196 -3.328 -3.021
C -2.925 -0.291 8.145
C 2.015 0.379 2.715
C 1.694 0.404 -5.444
C -1.442 -0.311 6.258
C 1.023 -0.920 -3.538
C -1.029 -1.515 8.295
C -1.060 0.105 4.877
C 6.661 -3.005 -1.793
C -0.640 -1.159 7.014
C -4.269 2.803 0.106
C -0.222 -3.255 2.476
C -1.973 0.669 4.009
C 2.221 -1.940 -1.838
C 1.864 0.041 -4.121
C 3.309 -5.410 1.772
C 0.047 -1.523 -4.314
C 6.375 -3.327 -4.151
C -2.902 2.740 -0.177
C 0.575 0.401 3.136
C 0.398 -1.735 0.657
C 1.545 -2.495 0.490
C 0.714 -0.216 -6.213
C 5.305 -2.696 -1.665
C 0.978 -3.955 2.339
C 3.067 0.210 3.618
H 3.379 -5.243 2.849
H 5.102 -4.016 -6.591
H 2.299 1.194 -5.871
H -0.596 -2.259 -3.849
H 4.936 -2.400 -0.694
H 4.512 1.725 -3.609
H 4.145 0.616 -4.944
H 0.998 -0.463 5.044
H -4.381 1.077 2.827
H 7.294 -2.976 -0.915
H -3.844 0.042 8.615
H 3.717 0.764 -0.020
H 8.247 -3.570 -3.122
H 3.819 -2.864 -7.035
H 2.725 -2.385 -3.728
H 2.895 0.036 4.672
H 5.419 -2.261 -6.544
H 4.793 -0.022 -3.425
H -1.433 -1.647 1.782
H 0.583 0.078 -7.248
H 2.537 -6.158 1.578
H 1.201 -4.787 2.993
H 4.265 -5.772 1.405
H -2.477 3.148 -1.089
H -4.951 3.307 -0.568
H -0.403 -2.171 8.891
H -0.939 -3.567 3.229
H 3.282 -2.908 -0.448
H 6.793 -3.554 -5.123
H 5.622 0.520 1.649
H -2.993 0.837 4.318
H -3.284 0.811 6.358
H 0.279 -1.566 6.612
H -0.871 -1.660 -6.247
```

Computed properties:
total energy = -110759.7003 eV
charge = -1
E_LUMO = 1.33 eV



Entry from the Open Molecules 2025 dataset: C40H35BrFeN10O4S as an isolated structure (the ωB97M-V functional and the def2-TZVPD basis).

Geometry as XYZ:
```
92
C40H35BrFeN10O4S | the Open Molecules 2025 dataset | the ωB97M-V functional and the def2-TZVPD basis
Br 1.456 0.112 -9.059
Fe 0.594 -0.468 1.287
S 2.376 -1.528 2.408
O -0.814 -0.731 -0.036
O -0.825 -0.828 2.670
O 2.927 -6.195 7.258
O 0.843 -6.650 6.677
N -3.537 0.801 -4.534
N 0.320 -0.051 4.482
N -0.157 3.904 1.624
N 1.907 -0.388 -0.250
N -0.132 1.688 1.754
N 2.646 1.542 1.712
N -1.892 -0.723 4.639
N 3.260 0.465 -1.778
N -3.183 1.641 -5.475
N -0.040 1.681 -1.249
C -2.912 0.597 -3.378
C -2.624 4.222 1.119
C 0.576 2.775 1.826
C 1.003 -2.691 -3.044
C 2.051 2.791 2.116
C -1.477 2.653 -3.419
C -1.676 2.122 -7.250
C 2.145 -2.812 3.592
C -2.628 -0.905 -1.482
C 3.301 -3.445 4.072
C 2.646 -1.039 -3.721
C -0.424 3.363 -2.905
C -0.610 1.805 -8.068
C 0.278 2.814 -1.826
C -1.949 -0.525 6.069
C -3.319 -0.511 -2.603
C -1.465 3.507 1.402
C -2.613 1.380 1.329
C -1.092 0.979 -1.728
C -0.477 -0.374 -7.032
C -3.768 2.080 1.043
C -1.440 2.115 1.499
C 0.846 -4.261 5.031
C -1.473 -0.241 -1.025
C -1.538 -0.052 -6.203
C -3.773 3.480 0.936
C 3.388 1.499 0.476
C 2.001 -4.864 5.519
C -2.145 1.208 -6.297
C 0.915 -3.249 4.087
C 1.747 -1.102 -1.447
C 0.945 -2.201 -1.755
C 2.586 -0.561 -2.417
C 1.836 -2.115 -4.016
C 1.992 -5.937 6.554
C -0.789 -0.541 3.878
C -1.827 1.413 -2.856
C -0.015 0.555 -7.950
C 2.820 0.510 -0.497
C 3.233 -4.437 5.028
H -2.967 -0.703 6.404
H -4.171 -1.078 -2.957
H -0.133 -4.546 5.404
H 4.262 -3.134 3.683
H 1.851 -2.529 -5.016
H -1.894 -0.771 -5.479
H 2.504 3.653 1.611
H 0.197 4.844 1.611
H 3.091 1.022 2.452
H -2.630 5.301 1.038
H -0.137 4.320 -3.320
H 4.132 -4.906 5.404
H -1.687 0.501 6.336
H -0.236 2.519 -8.788
H -2.597 0.304 1.405
H 0.001 -2.825 3.702
H 0.408 -0.128 5.481
H -1.292 -1.215 6.607
H -4.691 1.538 0.886
H -0.012 -1.348 -6.967
H 0.392 -3.542 -3.313
H -2.055 3.044 -4.243
H 1.166 -0.199 3.938
H -4.700 3.988 0.705
H -2.669 -1.134 4.152
H -2.937 -1.785 -0.931
H -2.160 3.087 -7.319
H 3.385 2.484 -0.005
H 2.202 2.948 3.187
H 0.238 -6.408 5.968
H 0.293 -2.633 -1.012
H 3.958 1.064 -2.180
H 4.439 1.241 0.650
H 1.134 3.345 -1.412
H 3.292 -0.596 -4.468
```

Computed properties:
total energy = -180406.4358 eV
2S+1 = 5
E_LUMO (spin up / spin down) = 0.04 / -0.34 eV



Entry from the Open Molecules 2025 dataset: C40H35Cl5CrN4O3P2 as an isolated structure (the ωB97M-V functional and the def2-TZVPD basis).

Geometry as XYZ:
```
90
C40H35Cl5CrN4O3P2 | the Open Molecules 2025 dataset | the ωB97M-V functional and the def2-TZVPD basis
Cr -0.958 -0.821 0.782
Cl -2.377 2.324 -3.422
Cl -3.202 0.474 -5.801
Cl -2.776 -2.604 -5.573
Cl -1.441 -3.810 -3.018
Cl -1.158 1.031 -0.835
P 1.249 0.096 1.130
P 1.415 0.075 -1.925
O -2.927 -0.809 0.424
O -0.763 -1.785 -0.993
O -1.531 0.436 2.046
N 2.068 0.416 -0.348
N -3.515 0.109 1.203
N -0.710 -2.187 1.750
N -2.795 0.788 2.066
C 1.593 1.762 -2.640
C 2.455 4.004 -2.644
C -5.587 -0.310 0.064
C 5.107 -1.473 -4.221
C 0.863 1.751 1.801
C -5.516 1.258 1.912
C -2.180 0.619 -3.308
C -2.381 -3.830 2.195
C 3.832 -1.957 -4.474
C 4.225 -0.052 -2.498
C 2.344 2.767 -2.042
C 2.760 -0.242 2.097
C 0.211 2.925 3.804
C -4.858 0.346 1.066
C -0.023 4.067 3.052
C -1.740 -2.125 -3.125
C 5.297 -0.521 -3.230
C -1.098 -2.689 4.043
C -2.322 -1.580 -4.267
C 0.052 -4.351 2.525
C 0.646 1.775 3.180
C 0.206 4.057 1.688
C 3.140 -1.567 2.328
C -1.015 -3.239 2.600
C 2.762 -1.498 -3.736
C -1.629 0.065 -2.163
C -6.859 1.499 1.740
C 4.266 -1.852 3.069
C 0.975 2.008 -3.861
C -2.537 -0.207 -4.368
C 1.089 3.243 -4.464
C 4.654 0.499 3.394
C 0.639 2.901 1.057
C 5.032 -0.822 3.608
C 2.941 -0.542 -2.739
C -6.928 -0.048 -0.095
C -7.577 0.857 0.737
C 3.531 0.790 2.652
C -1.357 -1.323 -2.022
C 1.825 4.249 -3.854
H 6.286 -0.129 -3.042
H 4.387 0.714 -1.752
H 2.828 2.585 -1.094
H 3.029 4.785 -2.164
H 3.677 -2.682 -5.261
H -1.861 -1.914 4.088
H -3.135 -3.049 2.235
H -0.219 -5.190 3.165
H 0.028 2.925 4.869
H 3.026 0.082 -0.277
H -5.078 -1.014 -0.576
H 1.911 5.220 -4.320
H -2.322 -4.196 1.174
H 4.560 -2.878 3.240
H -7.362 2.201 2.390
H 1.014 -3.957 2.844
H -7.479 -0.549 -0.880
H 0.141 -4.693 1.498
H -8.631 1.059 0.601
H 0.604 3.427 -5.411
H -2.662 -4.642 2.862
H 0.024 4.951 1.107
H 5.949 -1.829 -4.795
H -0.397 4.958 3.532
H 0.806 0.865 3.742
H 0.790 2.901 -0.015
H -1.343 -3.481 4.748
H -0.143 -2.247 4.316
H 5.914 -1.045 4.190
H -4.954 1.753 2.684
H 0.400 1.221 -4.332
H 2.528 -2.354 1.909
H 3.248 1.820 2.485
H 1.763 -1.871 -3.923
H 5.247 1.305 3.808
```

Computed properties:
total energy = -163760.9668 eV
2S+1 = 2
charge = -1
E_LUMO (spin up / spin down) = 2.43 / 2.43 eV



| no. | maximum force (eV Å⁻¹) |
| --- | --- |
| 1 | 0.67 |
| 2 | 2.85 |
| 3 | 0.75 |
| 4 | 0.50 |
| 5 | 3.80 |